33
Properties=species:S:1:pos:R:3:forces:R:3:nbo_charge:R:1 method="wB97M-V/def2-TZVPD" total_charge=+1 energy_ev=-18273.36551 homo_ev=-12.5046 e_lumo_ev=-2.8 orbital_gap_ev=9.71 relative_energy_ev=1.147
H 1.47729 -0.66047 -3.01864 -0.03 -0.07 0.13 0.22
H -1.73575 -1.01799 1.72574 0.16 1.11 0.99 0.50
N 0.08351 -1.21137 -1.52715 -0.10 0.91 0.73 -0.70
H -0.03604 -0.83425 -0.58049 -0.16 -0.90 0.51 0.46
O -0.81166 2.96222 2.11435 0.29 0.59 0.38 -0.95
H 2.42169 -2.12379 1.37715 0.18 0.18 -0.05 0.18
H 0.25119 2.41752 0.32966 -0.26 -0.12 0.24 0.50
O -1.32030 -0.13412 1.85094 0.61 -0.20 -0.74 -1.00
H 3.51685 -0.34869 -1.39683 -0.58 -1.10 -1.33 0.27
C 2.58654 -0.89450 -1.12369 -0.96 -0.25 0.84 -0.47
H -0.78684 -0.85474 -1.94167 0.29 0.28 -0.56 0.48
H -1.12630 3.85453 2.30056 -0.47 0.03 -0.22 0.48
O -2.37610 0.23238 -0.56505 0.49 -1.17 -1.78 -0.98
H -2.94392 -2.52594 3.17245 -0.01 -0.35 -0.10 0.50
H -0.01365 2.97084 2.65726 0.15 -0.44 -0.03 0.48
O 0.37577 1.49475 0.08321 -0.36 -0.25 -0.36 -1.01
H -0.97632 1.33875 -4.12671 -0.04 0.22 -0.08 0.49
C 2.53225 -1.03646 1.40866 -0.23 -0.61 -0.64 -0.39
H 1.05785 0.56493 -1.80642 0.36 -0.49 -0.07 0.27
H -3.04435 -0.23383 -0.06626 -0.20 0.76 0.56 0.49
H -0.32451 2.15808 -2.99084 0.00 0.37 -0.04 0.49
H 2.59346 -0.63241 2.40481 0.00 0.40 -0.01 0.21
C 2.56596 -0.34270 0.27334 -0.55 -0.13 0.91 -0.18
H 2.59645 -2.01471 -1.09328 0.79 0.87 -0.25 0.21
H -1.42846 0.15446 2.75944 -0.17 -0.29 0.09 0.49
O -0.61657 1.28294 -3.23852 -0.12 -0.62 0.03 -0.97
H 2.61064 0.73807 0.26664 0.12 0.02 0.34 0.22
H -2.15921 1.10629 -0.25780 -0.44 0.25 0.69 0.50
C 1.32998 -0.48792 -1.95187 1.03 0.67 -0.82 -0.23
H -0.28057 0.98274 0.59828 0.30 0.44 0.33 0.51
H 0.08801 -2.23002 -1.59603 0.26 0.19 0.32 0.43
H -3.02680 -2.63798 1.60150 -0.25 -0.34 0.60 0.48
O -3.08009 -2.03660 2.35728 -0.10 0.05 -0.61 -0.95